# Ca2F2H2O4PRb

Ca2F2H2O4PRb as an isolated structure (ωB97M-V with the def2-TZVPD basis set, OMol25).

Computed properties:
energy	-60474.876	eV
charge	+2
multiplicity	1
HOMO level	-17.46	eV
largest force on an atom	1.87	eV Å⁻¹
lowest unoccupied orbital energy	-0.2816	hartree
relative energy (zero: lowest compared OMol25 entry of this formula, charge and spin)	0.0000	eV

XYZ file:
```
12
Ca2F2H2O4PRb ωB97M-V with the def2-TZVPD basis set
Rb 2.67683 -1.96948 -0.51566
Ca -1.24909 -1.21758 -1.43230
Ca -0.60569 2.18408 -1.02324
O 0.55391 0.24558 -1.64812
H 0.93231 -0.22815 -2.39156
O -2.31456 0.57328 -0.73327
H -2.49245 0.58045 0.20945
O 0.07128 1.36829 0.98867
P 0.46464 -0.00205 1.43172
O -0.11343 -1.17611 0.70808
F 0.05919 -0.08288 2.91712
F 2.01707 -0.27544 1.48912
```

Here are the Löwdin charges for atoms 1 to 8, given in e:
1. Rb 1.06
2. Ca 1.57
3. Ca 1.63
4. O -0.66
5. H -0.06
6. O -0.63
7. H -0.03
8. O -0.41



# C17H23NO3

The molecule C17H23NO3 (ωB97M-V with the def2-TZVPD basis set, OMol25).

Computed properties:
energy	-25636.760	eV
charge	0
multiplicity	1
HOMO level	-9.27	eV
largest force on an atom	0.67	eV Å⁻¹
lowest unoccupied orbital energy	0.0207	hartree
relative energy (zero: lowest compared OMol25 entry of this formula, charge and spin)	0.0558	eV
structure (SMILES)	O=C(O)[C@@H]1CCCC[C@H]1C(=O)NCCCc1ccccc1

XYZ file:
```
44
C17H23NO3 ωB97M-V with the def2-TZVPD basis set
O 2.03570 2.27007 -1.62992
C 1.57483 1.79763 -0.62928
O 0.32829 2.08594 -0.20834
C 2.28136 0.84404 0.30473
C 3.60477 1.48106 0.75468
C 4.36592 0.54162 1.68319
C 4.63997 -0.78912 0.99061
C 3.33470 -1.42267 0.52331
C 2.57787 -0.47785 -0.41900
C 1.38071 -1.24592 -0.98154
O 1.55099 -2.14184 -1.78393
N 0.16143 -0.91384 -0.51245
C -1.04445 -1.58055 -0.94847
C -1.72380 -2.34327 0.18989
C -2.22119 -1.42380 1.31474
C -3.19959 -0.40303 0.80552
C -4.48849 -0.78715 0.45408
C -5.38999 0.13449 -0.04551
C -5.01537 1.45865 -0.20099
C -3.73642 1.85300 0.14993
C -2.83544 0.92801 0.64915
H -0.10713 2.69774 -0.82348
H 1.65565 0.67124 1.18588
H 3.39858 2.42469 1.26514
H 4.20440 1.70177 -0.12996
H 5.30589 1.00884 1.98155
H 3.77757 0.36773 2.58753
H 5.15433 -1.46644 1.67465
H 5.28995 -0.62305 0.12954
H 2.70480 -1.65132 1.38739
H 3.53349 -2.35559 -0.00570
H 3.22146 -0.26008 -1.27828
H 0.04067 -0.13916 0.11674
H -1.73769 -0.84232 -1.36577
H -0.74609 -2.27712 -1.73517
H -1.01922 -3.06773 0.60233
H -2.56948 -2.89141 -0.22780
H -1.37199 -0.92348 1.78401
H -2.70382 -2.04212 2.07551
H -4.78785 -1.81818 0.57838
H -6.38845 -0.17942 -0.31266
H -5.71854 2.17976 -0.59054
H -3.43970 2.88600 0.03757
H -1.84108 1.25052 0.92480
```

Here are the Löwdin charges for atoms 1 to 8, given in e:
1. O 0.14
2. C -0.50
3. O 0.09
4. C -0.21
5. C -0.14
6. C -0.20
7. C -0.19
8. C -0.15



# C20H23N5OPmSi

C20H23N5OPmSi as an isolated structure (ωB97M-V with the def2-TZVPD basis set, OMol25).

Computed properties:
energy	-55039.740	eV
charge	+1
multiplicity	5
HOMO level (alpha / beta)	-9.64 / -9.66	eV
largest force on an atom	5.07	eV Å⁻¹
lowest unoccupied orbital energy (alpha / beta)	-0.1464 / -0.1458	hartree
relative energy (zero: lowest compared OMol25 entry of this formula, charge and spin)	0.0610	eV

XYZ file:
```
51
C20H23N5OPmSi ωB97M-V with the def2-TZVPD basis set
Pm 0.24041 0.65160 0.79552
N -1.71111 -0.81281 3.30393
C -2.13711 0.53413 3.02717
C -2.77265 1.28716 4.06137
C -2.89754 2.64458 3.89814
C -2.65452 3.27725 2.68865
C -2.28591 2.47775 1.61808
N -1.84461 1.16077 1.84528
C -0.52725 -1.32909 2.93042
C -0.56145 -2.69258 2.58211
C 0.67559 -3.39548 2.23256
C 1.79872 -2.59905 2.13361
C 1.77347 -1.23179 2.45419
N 0.60123 -0.59134 2.81343
H -2.38523 -1.38741 3.77714
H -2.95291 0.78002 5.00408
H -3.19136 3.22312 4.76279
H -2.86584 4.28374 2.44183
H -2.31464 2.85562 0.58872
H -1.51342 -3.21897 2.68425
H 0.70676 -4.46329 1.99426
H 2.71392 -3.00783 1.76393
H 2.71803 -0.70626 2.48483
C -1.54111 0.63207 -2.94420
Si -0.88714 -0.91998 -2.02692
C -2.06296 -1.27101 -0.59168
C -0.56896 -2.51551 -2.99728
N 0.59156 -0.32669 -1.27764
C 1.58862 0.14025 -2.10284
C 1.46311 0.33640 -3.52327
C 2.45192 0.95351 -4.25760
C 3.66905 1.25733 -3.65252
C 3.85242 1.04729 -2.28530
C 2.87593 0.38317 -1.56679
H -1.99606 0.37952 -3.95530
H -0.77025 1.39136 -3.14257
H -2.36806 1.04872 -2.37311
H -2.40349 -0.41767 0.03384
H -1.65526 -2.08178 0.03733
H -2.88341 -1.79919 -1.14302
H 0.40452 -2.39424 -3.47685
H -1.33708 -2.57549 -3.77959
H -0.64874 -3.34645 -2.40211
H 0.55913 0.04234 -3.99234
H 2.44909 1.05902 -5.32664
H 4.43093 1.70838 -4.33449
H 4.72194 1.46971 -1.75508
H 2.94508 0.07574 -0.56987
O 3.68011 3.26264 -0.08617
C 2.85576 2.65793 0.55002
N 1.97078 2.06282 1.05568
```

Here are the Löwdin charges for atoms 1 to 8, given in e:
1. Pm 1.75
2. N 0.12
3. C -0.23
4. C 0.03
5. C -0.03
6. C -0.03
7. C -0.08
8. N -0.10